(1)
DFT (ωB97M-V/def2-TZVPD) results for C33H56CrN2O2PS2SbSi as an isolated structure.

Properties
<S²>: 6.076
2S+1: 5
energy above the lowest of the compared OMol25 structures with the same formula, charge and spin: 0.00 kcal/mol
net charge: 0
frontier orbital gap (spin up / spin down): 7.567 / 7.415 eV
F_max: 0.438 eV Å⁻¹
HOMO level (spin up / spin down): -7.0371 / -6.8851 eV

```
99
Properties=species:S:1:pos:R:3:mulliken_spin:R:1
Cr 0.06 -0.18 0.30 3.640
C 2.00 4.26 3.31 -0.004
C 2.86 3.89 2.29 0.002
C 2.37 3.32 1.13 0.004
C 1.00 3.10 0.94 0.028
C 0.15 3.49 1.98 -0.024
C 0.63 4.06 3.15 0.006
Si 0.38 2.17 -0.60 0.104
C -1.03 3.20 -1.37 -0.015
C -2.25 3.45 -0.73 -0.026
C -3.28 4.14 -1.36 0.006
C -3.11 4.61 -2.65 -0.006
C -1.90 4.41 -3.30 0.001
C -0.88 3.72 -2.66 -0.007
H 2.38 4.71 4.21 0.000
H 3.93 4.04 2.40 0.000
H 3.06 3.03 0.35 0.000
H -0.92 3.34 1.88 -0.011
H -0.06 4.36 3.93 0.000
H 1.49 2.37 -1.59 -0.004
H -2.41 3.09 0.28 -0.001
H -4.21 4.31 -0.83 0.000
H -3.91 5.15 -3.14 -0.001
H -1.75 4.79 -4.30 0.000
H 0.06 3.59 -3.18 0.000
C 4.67 -4.18 2.54 0.000
C 3.35 -4.28 1.79 0.002
C 2.23 -4.86 2.63 -0.001
O 3.03 -2.99 1.20 0.008
P 2.22 -1.77 1.82 0.026
S 2.56 -0.17 0.72 -0.001
S 0.25 -2.13 1.89 0.012
O 2.88 -1.72 3.28 -0.004
C 2.63 -0.82 4.39 0.001
C 2.54 0.64 3.98 0.010
C 1.43 -1.31 5.18 0.001
H 5.00 -5.18 2.82 0.000
H 4.56 -3.58 3.44 0.000
H 5.43 -3.72 1.90 0.000
H 3.49 -4.91 0.91 0.000
H 2.05 -4.27 3.53 0.001
H 2.52 -5.87 2.94 0.000
H 1.30 -4.92 2.07 0.000
H 3.53 -0.95 4.99 0.001
H 1.67 0.85 3.35 0.027
H 3.42 0.95 3.41 -0.001
H 2.48 1.24 4.88 0.001
H 0.55 -1.39 4.54 -0.001
H 1.21 -0.61 5.99 0.000
H 1.61 -2.29 5.62 0.000
C -0.56 0.56 -4.13 0.003
C -1.49 -0.51 -3.56 0.004
C -2.62 0.19 -2.81 0.016
C -2.08 -1.29 -4.73 -0.008
Sb -0.34 -1.62 -2.05 0.031
C -1.50 -3.44 -1.65 -0.021
C -2.14 -4.11 -2.87 0.000
C -0.61 -4.47 -0.95 -0.003
C -2.62 -3.02 -0.69 0.054
C 1.50 -2.22 -3.08 0.023
C 2.23 -3.28 -2.24 -0.014
C 1.26 -2.78 -4.48 -0.006
C 2.39 -0.98 -3.14 0.018
H -1.16 1.30 -4.68 0.001
H 0.16 0.14 -4.84 0.000
H -0.01 1.10 -3.36 0.003
H -3.16 0.86 -3.49 0.000
H -2.25 0.80 -1.98 0.045
H -3.35 -0.53 -2.41 0.008
H -2.45 -0.58 -5.47 0.000
H -2.92 -1.92 -4.43 0.000
H -1.35 -1.93 -5.23 0.002
H -1.43 -4.30 -3.68 0.001
H -2.97 -3.53 -3.27 0.000
H -2.55 -5.08 -2.57 0.000
H 0.06 -4.97 -1.65 0.000
H -1.25 -5.24 -0.51 0.000
H -0.02 -4.03 -0.15 -0.001
H -3.29 -2.28 -1.14 -0.001
H -2.23 -2.61 0.24 0.009
H -3.22 -3.90 -0.44 0.001
H 1.75 -4.26 -2.29 0.000
H 2.32 -2.98 -1.19 0.015
H 3.24 -3.38 -2.63 0.001
H 0.59 -3.64 -4.47 0.000
H 2.21 -3.10 -4.92 0.000
H 0.83 -2.03 -5.15 0.000
H 2.63 -0.62 -2.14 0.010
H 1.96 -0.16 -3.71 0.002
H 3.34 -1.26 -3.62 0.000
N -1.38 0.68 2.95 0.070
C -2.57 0.92 3.53 0.023
C -3.51 0.96 2.53 0.001
C -2.78 0.72 1.35 0.153
N -1.49 0.56 1.62 -0.193
H -0.48 0.54 3.38 0.010
H -2.65 1.06 4.60 0.003
H -4.56 1.13 2.63 0.000
H -3.12 0.67 0.33 -0.034
```

***

(2)
DFT (ωB97M-V/def2-TZVPD) results for C33H56F8NO25S2Y as an isolated structure at a distorted geometry.

Properties
net charge: 0
frontier orbital gap: 7.715 eV
F_max: 8.684 eV Å⁻¹
HOMO level: -9.6548 eV

```
126
Properties=species:S:1:pos:R:3:lowdin_charge:R:1
Y 2.18 -1.62 -1.16 1.781
C 4.53 0.36 0.70 -0.431
O 3.89 1.54 0.16 -0.122
O 3.88 -0.70 0.24 -0.231
C 6.06 0.34 0.40 -0.565
F 6.79 1.27 1.02 0.155
F 6.58 -0.83 0.74 0.156
F 6.22 0.43 -0.95 0.123
C 4.49 2.79 0.41 -0.270
C 3.55 3.89 -0.09 -0.045
H 2.54 3.71 0.28 0.050
H 3.82 4.85 0.34 0.081
H 3.48 3.91 -1.17 0.064
H 5.47 2.84 -0.07 0.112
H 4.63 3.04 1.47 0.126
H 4.41 0.52 1.78 0.148
C 0.56 -3.87 1.20 -0.429
O -0.31 -4.31 0.15 -0.101
O 1.39 -2.96 0.67 -0.237
C -0.27 -3.26 2.36 -0.580
F 0.44 -2.70 3.33 0.176
F -1.12 -2.33 1.91 0.140
F -0.95 -4.28 2.91 0.134
C -1.06 -5.49 0.32 -0.281
C -1.11 -6.34 -0.94 -0.060
H -1.46 -7.34 -0.72 0.080
H -1.79 -5.78 -1.59 0.065
H -0.16 -6.36 -1.47 0.074
H -2.10 -5.28 0.59 0.120
H -0.72 -6.12 1.15 0.117
H 0.96 -4.82 1.56 0.158
N 0.75 -0.04 -1.01 -0.376
S -0.05 0.75 0.15 0.503
O -1.38 0.26 0.39 -0.238
O 0.35 2.08 0.54 -0.202
F 0.66 -0.16 1.27 -0.198
S 0.08 1.02 -2.15 0.546
O 0.72 2.27 -2.48 -0.219
O -1.32 0.97 -2.45 -0.228
F 0.58 0.08 -3.35 -0.205
O 0.18 -2.57 -2.31 -0.029
C -0.98 -2.86 -2.54 -0.491
O -1.44 -3.68 -3.49 0.012
C -0.46 -4.36 -4.31 -0.176
C -1.27 -4.87 -5.50 -0.052
C -2.05 -2.25 -1.66 0.049
H -0.14 -5.24 -3.75 0.116
H 0.37 -3.67 -4.49 0.116
H -1.82 -5.76 -5.19 0.079
H -0.57 -5.14 -6.29 0.082
H -2.04 -4.20 -5.88 0.083
H -2.87 -2.97 -1.64 0.101
H -2.26 -1.29 -2.14 0.085
H -1.50 -2.11 -0.74 0.073
O 3.05 -0.34 -2.96 -0.056
C 3.79 0.43 -3.56 -0.465
O 4.49 0.12 -4.64 0.052
C 4.26 -1.16 -5.22 -0.205
C 2.96 -1.18 -6.04 -0.048
C 4.21 1.74 -3.01 0.056
H 4.22 -2.00 -4.52 0.116
H 5.09 -1.37 -5.89 0.127
H 2.16 -1.06 -5.30 0.057
H 2.89 -2.13 -6.57 0.089
H 2.97 -0.30 -6.67 0.090
H 5.19 2.06 -3.36 0.108
H 4.33 1.59 -1.94 0.070
H 3.48 2.51 -3.29 0.106
O 1.85 2.82 8.04 0.085
C 1.57 1.65 7.86 -0.569
O 1.74 0.96 6.77 0.011
C 2.31 1.61 5.62 -0.186
C 2.28 0.67 4.45 -0.063
C 1.01 0.81 9.01 0.021
H 3.36 1.82 5.84 0.130
H 1.74 2.50 5.35 0.122
H 2.46 -0.40 4.62 0.087
H 3.19 0.83 3.84 0.063
H 1.56 0.77 3.63 0.061
H 1.52 -0.16 8.93 0.080
H -0.07 0.68 8.91 0.083
H 1.23 1.19 10.00 0.081
O -1.60 6.11 2.30 0.098
C -1.05 5.04 2.28 -0.544
O -1.76 3.90 2.31 -0.017
C -3.17 3.93 2.19 -0.219
C -3.85 4.30 3.51 -0.054
C 0.39 4.82 2.55 0.030
H -3.57 2.94 2.00 0.107
H -3.50 4.54 1.35 0.124
H -3.45 5.21 3.96 0.076
H -3.77 3.47 4.21 0.051
H -4.93 4.31 3.37 0.090
H 0.81 5.74 2.95 0.094
H 0.87 4.41 1.67 0.061
H 0.38 4.20 3.45 0.092
C -1.28 2.25 -5.68 -0.130
C -1.73 2.38 -7.13 -0.134
O -0.83 1.51 -7.78 0.056
C -0.62 0.46 -6.91 -0.534
O -0.07 -0.56 -7.15 0.165
O -0.79 0.92 -5.64 0.040
H -2.10 2.43 -4.98 0.133
H -0.57 3.03 -5.41 0.136
H -1.56 3.38 -7.52 0.135
H -2.77 2.11 -7.34 0.135
C -2.51 -0.80 4.71 -0.101
C -2.42 0.02 3.41 -0.132
O -3.47 0.94 3.52 0.056
C -4.10 0.84 4.71 -0.552
O -5.04 1.49 5.01 0.171
O -3.54 -0.16 5.47 0.051
H -1.57 -0.58 5.22 0.127
H -2.80 -1.84 4.63 0.131
H -2.40 -0.66 2.56 0.097
H -1.48 0.57 3.41 0.129
C -5.80 -1.65 -0.24 -0.141
C -4.85 -0.49 -0.50 -0.137
O -5.48 0.56 0.20 0.064
C -6.78 0.26 0.42 -0.554
O -7.55 1.07 0.82 0.183
O -7.00 -1.04 0.12 0.074
H -5.48 -2.36 0.52 0.133
H -5.85 -2.17 -1.20 0.128
H -4.76 -0.20 -1.55 0.132
H -3.81 -0.68 -0.23 0.102
```

***

(3)
DFT (ωB97M-V/def2-TZVPD) results for C33H57BN3O12S3 as an isolated structure at a distorted geometry.

Properties
energy above the lowest of the compared OMol25 structures with the same formula, charge and spin: 40.93 kcal/mol
net charge: +1
frontier orbital gap: 8.128 eV
F_max: 10.141 eV Å⁻¹
HOMO level: -10.7123 eV

```
109
Properties=species:S:1:pos:R:3:lowdin_charge:R:1
C -4.23 -0.27 2.54 -0.092
C -2.88 -0.76 3.08 -0.250
C -2.34 0.08 4.24 -0.165
C -2.03 1.53 3.86 -0.177
O -1.15 1.49 2.75 -0.022
C -0.85 2.70 2.12 -0.279
C -0.16 3.77 2.98 -0.029
C -1.04 4.65 3.90 -0.369
C -0.55 6.12 3.92 -0.037
O -2.42 4.59 3.54 -0.051
N 0.22 2.22 1.13 0.094
C 1.67 2.21 1.38 -0.095
C 2.40 3.44 0.76 -0.178
C 3.30 4.15 1.76 -0.262
C 4.08 5.27 1.07 -0.102
C -0.28 1.80 0.03 -0.105
C 0.42 1.27 -1.16 -0.060
C 0.09 -0.23 -1.36 -0.232
C 1.05 -1.10 -0.52 -0.488
S 0.57 -2.79 -0.92 0.959
C 1.50 -3.78 0.22 -1.046
S 2.70 -3.12 1.13 0.697
N 1.23 -5.14 0.28 -0.180
C 0.60 -5.58 1.54 -0.142
C -0.90 -5.33 1.51 -0.173
O -1.45 -6.18 0.50 -0.124
C -1.01 -5.72 -0.77 -0.208
C 0.53 -5.72 -0.88 -0.158
C -1.78 1.90 0.07 0.004
B -2.59 2.00 -1.31 -0.601
O -2.48 0.93 -2.14 0.168
O -3.39 3.08 -1.64 0.033
C -2.78 3.85 -2.72 -0.026
C -1.92 3.11 1.04 -0.394
O -3.24 3.11 1.43 0.077
N -1.46 4.26 0.24 0.168
C -1.70 5.41 0.58 -0.716
S -2.15 6.88 0.83 0.848
H -5.01 -0.30 3.29 0.080
H -4.55 -0.86 1.68 0.075
H -4.15 0.76 2.19 0.055
H -2.17 -0.77 2.26 0.090
H -2.98 -1.79 3.42 0.107
H -3.00 0.05 5.11 0.124
H -1.40 -0.37 4.56 0.117
H -1.57 2.03 4.72 0.126
H -2.96 2.05 3.64 0.114
H 0.53 3.23 3.62 0.135
H 0.38 4.43 2.30 0.102
H -0.94 4.29 4.93 0.135
H -1.32 6.76 3.49 0.039
H 0.38 6.26 3.37 0.076
H -0.37 6.46 4.94 0.082
H -2.94 4.54 4.34 0.118
H 1.88 2.17 2.44 0.127
H 2.10 1.31 0.95 0.121
H 3.03 3.08 -0.05 0.116
H 1.68 4.14 0.32 0.116
H 4.03 3.45 2.18 0.117
H 2.72 4.58 2.58 0.098
H 4.63 5.88 1.78 0.075
H 3.41 5.93 0.51 0.076
H 4.80 4.86 0.36 0.077
H 0.13 1.85 -2.03 0.146
H 1.51 1.37 -1.09 0.117
H 0.17 -0.47 -2.42 0.113
H -0.92 -0.42 -1.01 0.100
H 2.09 -0.90 -0.76 0.076
H 0.86 -0.94 0.54 0.069
H 1.08 -5.12 2.41 0.107
H 0.74 -6.66 1.61 0.136
H -1.11 -4.29 1.26 0.117
H -1.38 -5.60 2.45 0.132
H -1.43 -6.40 -1.51 0.130
H -1.40 -4.71 -0.96 0.084
H 0.82 -5.23 -1.80 0.098
H 0.84 -6.77 -0.94 0.133
H -2.10 0.96 0.53 0.165
H -2.98 1.04 -2.96 -0.146
H -1.69 3.84 -2.62 0.087
H -3.12 4.88 -2.59 0.095
H -3.08 3.45 -3.68 0.094
H -3.49 3.97 1.80 0.111
C -0.93 -3.42 -4.32 -0.010
C -1.98 -2.54 -3.68 -0.317
C -3.38 -2.68 -4.23 -0.060
O -3.93 -1.37 -4.01 0.116
C -2.91 -0.50 -3.98 -0.449
O -3.03 0.69 -3.98 0.224
O -1.72 -1.14 -3.94 0.106
H -1.23 -4.47 -4.25 0.097
H -0.76 -3.17 -5.36 0.100
H 0.02 -3.30 -3.80 0.060
H -1.97 -2.67 -2.60 0.134
H -3.97 -3.43 -3.70 0.145
H -3.39 -2.90 -5.30 0.147
C 5.34 -3.87 -1.17 -0.040
C 5.55 -4.26 -2.61 -0.326
C 6.50 -3.38 -3.40 -0.091
O 5.97 -3.46 -4.73 0.067
C 4.65 -3.75 -4.63 -0.565
O 3.88 -3.71 -5.53 0.164
O 4.33 -4.09 -3.36 0.073
H 6.29 -3.82 -0.64 0.096
H 4.84 -2.91 -1.11 0.070
H 4.71 -4.60 -0.67 0.068
H 5.85 -5.31 -2.69 0.160
H 7.53 -3.72 -3.37 0.140
H 6.45 -2.33 -3.07 0.139
```

***

(4)
DFT (ωB97M-V/def2-TZVPD) results for C33H57BeN3O5Si as an isolated structure at a distorted geometry.

Properties
energy above the lowest of the compared OMol25 structures with the same formula, charge and spin: 15.75 kcal/mol
net charge: 0
frontier orbital gap: 4.161 eV
F_max: 4.215 eV Å⁻¹
HOMO level: -4.5046 eV

```
100
Properties=species:S:1:pos:R:3:lowdin_charge:R:1
O 0.64 -2.51 -1.46 -0.057
O -1.15 -1.74 -3.57 -0.244
C 1.99 -2.73 -2.08 -0.130
C 2.90 -3.31 -1.03 -0.033
H 2.31 -1.74 -2.44 0.121
H 1.83 -3.40 -2.93 0.111
H 2.94 -2.67 -0.14 0.093
H 3.91 -3.40 -1.42 0.099
H 2.57 -4.31 -0.73 0.085
C -0.20 -3.79 -1.28 -0.085
C -0.17 -4.73 -2.45 -0.066
H -1.19 -3.40 -1.04 0.138
H 0.28 -4.22 -0.40 0.133
H -0.65 -4.31 -3.35 0.070
H -0.76 -5.61 -2.14 0.106
H 0.83 -5.12 -2.69 0.086
C -2.57 -1.69 -3.32 -0.245
C -0.68 -1.19 -4.81 -0.258
C -3.22 -3.02 -3.62 -0.062
H -3.02 -0.88 -3.92 0.132
H -2.68 -1.43 -2.26 0.113
H -3.15 -3.25 -4.68 0.071
H -4.27 -2.95 -3.34 0.089
H -2.76 -3.82 -3.04 0.063
C -1.06 -2.04 -6.00 -0.069
H 0.41 -1.13 -4.70 0.119
H -1.07 -0.16 -4.91 0.116
H -0.76 -3.08 -5.87 0.083
H -0.54 -1.64 -6.87 0.082
H -2.14 -1.99 -6.20 0.075
H 0.19 -1.69 -1.78 0.116
N 1.46 1.21 2.03 0.074
C 1.46 2.47 2.50 -0.286
C 0.35 3.31 2.34 -0.035
C -0.95 2.85 2.09 -0.300
C 2.71 3.02 3.14 0.001
H 3.56 2.99 2.44 0.092
H 3.01 2.47 4.04 0.095
H 2.57 4.07 3.43 0.084
C -2.09 3.83 2.08 -0.004
H -2.74 3.74 2.96 0.090
H -2.73 3.70 1.20 0.084
H -1.69 4.85 2.08 0.082
N -1.20 1.54 1.88 0.071
C 2.57 0.31 2.22 -0.155
C 3.59 0.20 1.25 -0.226
C 3.55 0.97 -0.03 -0.046
C 4.70 -0.60 1.49 -0.081
H 5.51 -0.64 0.74 0.108
C 4.82 -1.32 2.68 -0.088
H 5.69 -1.95 2.85 0.098
C 3.83 -1.20 3.65 -0.038
H 3.93 -1.73 4.61 0.117
C 2.73 -0.36 3.45 -0.198
C 1.71 -0.20 4.53 -0.054
C -2.47 0.98 2.24 -0.162
C -3.41 0.63 1.25 -0.212
C -3.09 0.89 -0.20 -0.050
C -4.66 0.14 1.62 -0.065
H -5.37 -0.13 0.84 0.101
C -5.00 -0.02 2.97 -0.081
H -5.97 -0.42 3.26 0.100
C -4.09 0.38 3.94 -0.034
H -4.33 0.33 5.00 0.115
C -2.84 0.91 3.60 -0.198
C -1.94 1.40 4.68 -0.037
Be 0.12 0.95 1.07 0.168
H 3.61 0.27 -0.88 0.073
H 4.41 1.66 -0.11 0.097
H 2.64 1.57 -0.14 0.036
H 1.42 0.86 4.67 0.073
H 2.11 -0.57 5.49 0.083
H 0.79 -0.76 4.32 0.058
H -3.82 0.35 -0.83 0.070
H -2.08 0.55 -0.47 0.053
H -3.16 1.96 -0.45 0.079
H -0.90 1.08 4.49 0.065
H -2.23 0.99 5.65 0.081
H -1.97 2.50 4.77 0.080
H 0.49 4.37 2.54 0.107
C 0.49 0.47 -1.70 -0.332
Si 0.51 2.21 -2.56 0.530
H 1.48 0.02 -1.88 0.050
H -0.30 -0.09 -2.24 0.057
C 1.81 2.09 -3.89 -0.175
C 0.99 3.53 -1.33 -0.153
C -1.24 2.52 -3.11 -0.165
H -1.77 1.60 -3.37 0.016
H -1.23 3.18 -3.99 0.039
H -1.80 3.04 -2.31 0.033
H 2.74 1.65 -3.50 0.034
H 2.03 3.11 -4.25 0.037
H 1.48 1.48 -4.74 0.023
H 1.79 3.22 -0.66 0.018
H 0.12 3.81 -0.71 0.034
H 1.33 4.42 -1.89 0.043
O -0.18 -0.68 6.72 -0.194
N -0.78 -1.63 6.22 -0.383
O -1.04 -1.81 5.02 -0.215
O 0.20 0.45 -0.32 -0.236
```